# 1
The following is a quantum chemistry calculation of a cluster of 3 separate species, C25H52N7O13P3S in total in a non-equilibrium geometry, from the Open Molecules 2025 dataset.

As for the energy relative to the best compared isomer or geometry (same formula, charge and spin): 264.12 kJ/mol. The frontier orbital gap is 7.74 eV. As for the electronic energy: -3767.4623 Ha.

The geometry in XYZ format:
```
101
Properties=species:S:1:pos:R:3:forces:R:3:mulliken_charge:R:1
C 5.863959 1.524179 -0.835942 0.3 0.9 0.1 -1.255
C 5.173309 2.595401 -1.718262 -1.0 -0.4 -0.3 -0.235
C 4.603515 2.017678 -3.050801 1.5 0.9 1.5 -0.590
O 3.369351 1.388646 -2.713851 -0.2 0.1 -0.5 -0.173
C 2.438889 1.319476 -3.766669 0.3 -0.1 -1.1 1.584
C 3.224793 0.870738 -5.001339 -0.2 -0.8 -0.5 -0.418
N 3.769342 0.465641 -5.940356 -0.5 0.8 1.1 -0.609
C 1.841600 2.707673 -4.157180 1.3 1.0 -0.1 -1.846
C 1.604750 3.642118 -2.955860 -1.3 -0.3 0.5 -0.193
S 1.662094 5.413452 -3.416088 -0.4 0.4 -0.2 -0.213
C 0.273489 6.064426 -2.517882 1.1 -1.0 -0.5 0.621
N -0.567287 6.983617 -2.834894 0.3 -0.4 0.1 -0.436
N -1.430515 7.019977 -1.760475 -1.5 1.3 0.2 -0.339
C -1.082363 6.161754 -0.897145 0.9 -0.5 -0.4 0.008
O 0.043310 5.497036 -1.322454 -0.4 -0.1 0.7 -0.188
C 1.331225 0.238978 -3.406314 -0.7 0.3 -0.2 2.539
C 0.001095 0.914449 -3.109013 1.2 0.1 0.4 -0.927
N -0.947724 1.535635 -2.896819 0.2 -0.6 -0.4 -0.734
C 1.792993 -0.741217 -2.277596 -1.0 -0.3 -0.2 -2.678
C 1.391654 -0.345059 -0.849270 1.4 -0.6 2.0 1.053
N 0.040278 -0.751059 -0.469942 0.1 0.8 -0.6 -0.454
N 2.284072 -1.154457 0.044721 0.0 0.0 -0.6 -0.788
N 1.609725 1.067786 -0.524417 -0.7 0.4 -1.1 -0.138
P 0.952341 -0.888004 -4.863520 -0.5 -1.7 -0.1 0.385
O 1.957816 -1.916814 -5.049205 0.6 0.3 -0.1 -0.701
O 0.568551 -0.041840 -6.187134 -0.2 0.0 1.3 -0.556
O -0.427821 -1.668650 -4.419700 0.5 1.6 -0.4 -0.352
H 6.945112 1.723347 -0.844429 -0.2 -0.4 0.0 0.358
H 5.668674 0.502765 -1.182793 0.0 0.2 0.1 0.285
H 5.547831 1.634831 0.211536 0.1 -0.2 -0.3 0.334
H 5.805896 3.458686 -1.959727 0.1 -0.4 0.2 0.563
H 4.292158 3.001429 -1.192077 0.4 0.0 -0.1 0.061
H 5.361896 1.303350 -3.411735 -0.6 0.0 -0.4 0.364
H 4.511628 2.868978 -3.737307 -0.3 -0.4 -0.1 0.337
H 2.616793 3.193036 -4.776906 -0.3 -0.2 0.1 0.834
H 0.974886 2.627227 -4.826366 0.1 -0.1 0.4 0.347
H 0.596876 3.437220 -2.572534 0.4 0.2 0.1 0.260
H 2.287907 3.483984 -2.118784 0.0 -0.2 -0.4 0.280
H -1.528844 5.889506 0.047977 0.1 0.1 -0.2 0.410
H 1.292704 -1.702718 -2.479268 0.2 0.2 0.3 0.784
H 2.861172 -0.971104 -2.341810 -0.3 0.4 -0.2 0.387
H -0.470318 -1.089306 -1.278299 -0.1 0.0 0.1 0.089
H -0.443685 0.074741 -0.130387 -0.3 -0.2 -0.2 0.324
H 3.247716 -0.858940 -0.112179 -0.1 -0.1 0.0 0.278
H 2.054108 -0.840578 0.985145 0.0 -0.4 0.1 0.263
H 1.113728 1.353168 0.310459 0.1 -0.2 0.1 0.310
H 2.597657 1.259633 -0.428232 -0.1 0.0 0.0 -0.026
H -0.230532 0.482370 -6.017254 0.1 0.2 -0.4 0.454
H -1.184557 -1.169495 -4.761319 -0.3 -0.3 0.3 0.339
O -5.475019 -3.727464 0.201155 3.6 -0.4 0.3 -0.809
P -5.040003 -3.215302 -1.135049 -6.8 1.8 -3.0 1.141
O -5.624415 -1.686662 -1.143735 0.6 -0.4 0.2 -0.328
C -4.959776 -0.707862 -0.351535 0.2 0.2 0.1 -0.602
C -3.581516 -0.371445 -0.899861 0.1 -0.1 0.0 -0.635
O -6.160580 -3.955104 -2.087752 0.8 -0.3 0.0 -0.372
C -6.891531 -5.085211 -1.611704 -0.3 0.0 0.2 -0.341
C -8.207018 -4.665359 -0.982579 -0.2 0.1 -0.1 -1.129
O -4.150988 -2.890248 -2.507671 1.9 -1.0 2.4 -0.304
C -3.014991 -3.716174 -2.821960 0.2 -0.3 -0.2 0.073
C -3.388077 -5.163566 -3.082471 -0.2 0.0 0.1 -1.253
H -4.880074 -1.054389 0.683901 -0.1 0.0 0.0 0.303
H -5.593050 0.179243 -0.356609 -0.1 -0.1 -0.1 0.354
H -2.911609 -1.231848 -0.807376 0.0 0.1 0.1 0.050
H -3.138048 0.463827 -0.354356 0.0 0.0 0.0 0.482
H -3.628945 -0.114450 -1.957835 -0.1 0.1 0.0 0.258
H -6.288944 -5.670531 -0.916696 0.0 0.1 0.1 0.355
H -7.088679 -5.727298 -2.472972 0.1 0.1 -0.1 0.397
H -8.089211 -3.814775 -0.311546 0.2 -0.1 0.1 0.295
H -8.649626 -5.491784 -0.423828 0.0 0.0 0.0 0.343
H -8.913418 -4.357262 -1.755937 0.0 0.0 0.0 0.291
H -2.286645 -3.650683 -2.008528 0.1 0.0 -0.1 0.230
H -2.557838 -3.284342 -3.711641 -0.1 0.1 0.1 0.150
H -3.756398 -5.648103 -2.173121 0.0 0.0 0.0 0.311
H -2.519703 -5.723957 -3.430591 0.0 0.1 0.0 0.448
H -4.178397 -5.232031 -3.829286 0.0 0.0 0.0 0.288
O 2.209750 -0.530059 4.612784 -2.8 -3.0 0.0 -0.754
P 1.373557 0.042617 5.723927 5.4 7.3 1.1 1.187
O 1.257618 1.568117 5.091526 -0.6 -0.2 -0.2 -0.454
C 0.342411 1.790975 4.025524 -0.1 0.0 0.0 -0.169
C -1.104340 1.725608 4.487651 -0.1 -0.1 0.0 -1.047
O 2.586430 0.299186 6.811037 -0.6 -1.0 0.3 -0.346
C 3.787971 -0.471176 6.760306 0.3 0.0 -0.2 -0.351
C 4.852341 0.222672 5.930461 0.1 0.2 0.0 -1.110
O 0.308888 0.574061 6.906371 -1.5 -3.3 -1.2 -0.263
C -0.402133 -0.437329 7.654636 0.0 -0.1 0.4 -0.320
C 0.524814 -1.330085 8.459559 0.1 0.0 -0.1 -1.036
H 0.526040 1.066195 3.223307 0.0 0.0 0.0 0.148
H 0.550679 2.786016 3.629585 0.1 0.0 0.1 0.366
H -1.373007 0.712620 4.799109 -0.1 0.0 -0.1 0.209
H -1.779563 2.019839 3.681856 0.0 0.0 0.0 0.436
H -1.266078 2.381015 5.342822 0.0 0.0 0.0 0.250
H 3.587571 -1.476312 6.387848 0.0 0.1 -0.1 0.356
H 4.142938 -0.582633 7.787054 -0.2 0.1 0.0 0.384
H 4.455199 0.610494 4.992566 -0.1 -0.2 0.0 0.274
H 5.673441 -0.460182 5.705824 0.0 0.0 0.0 0.344
H 5.256926 1.077843 6.475290 0.0 0.0 0.0 0.297
H -1.005756 -1.034512 6.965942 -0.1 0.0 0.1 0.300
H -1.084139 0.086591 8.323744 0.1 0.2 -0.1 0.353
H 1.151906 -1.944208 7.805867 0.0 0.0 0.0 0.285
H -0.051590 -2.002800 9.095783 0.0 0.0 0.0 0.421
H 1.191329 -0.735414 9.082895 0.0 0.0 0.0 0.242
```
Positions in Å, forces in eV/Å.

***

# 2
The following is a quantum chemistry calculation of a cluster of 2 separate species, C4H9N2O in total in a non-equilibrium geometry, from the Open Molecules 2025 dataset.

As for the energy relative to the best compared isomer or geometry (same formula, charge and spin): 513.03 kJ/mol. The frontier orbital gap (alpha / beta) is 7.54 / 8.51 eV. The charge is +1. As for the electronic energy: -342.1619 Ha.

The geometry in XYZ format:
```
16
Properties=species:S:1:pos:R:3:forces:R:3:mulliken_charge:R:1
C 1.480355 -0.118948 -0.095572 -0.5 0.7 0.1 -0.706
C 1.206435 -1.480281 0.025060 0.4 1.2 0.0 0.058
C 0.581992 0.913467 0.065660 -4.0 -3.3 0.0 0.451
C -1.904051 0.437217 0.578447 3.0 -0.9 -2.4 -0.528
N 0.803911 2.140098 -0.106857 3.7 2.5 0.0 -0.308
N 0.015293 -2.129923 -0.099974 1.0 2.5 0.0 -0.318
O -2.216013 -0.325989 -0.442680 -1.2 0.8 -1.4 -0.449
H 2.457278 0.357441 -0.271383 0.4 -1.4 0.3 0.238
H 2.191013 -1.906536 0.305480 -1.2 -1.4 -0.6 0.340
H -1.891213 1.456259 0.409535 -0.7 2.0 0.5 0.356
H -1.392654 -0.092479 1.307588 0.1 -0.6 2.2 0.499
H 0.092571 2.807304 0.066662 -0.2 0.9 0.2 0.214
H 1.847202 2.448126 -0.131190 -2.3 0.0 -0.3 0.265
H -0.003599 -3.101367 -0.003216 0.0 -1.5 0.2 0.196
H -0.882228 -1.666314 -0.380640 1.6 -0.5 0.3 0.302
H -2.386291 0.261929 -1.226914 -0.1 -1.1 0.7 0.391
```
Positions in Å, forces in eV/Å.

***

# 3
The following is a quantum chemistry calculation of a cluster of 2 separate species, H5N3O in total in a non-equilibrium geometry, from the Open Molecules 2025 dataset.

As for the energy relative to the best compared isomer or geometry (same formula, charge and spin): 171.20 kJ/mol. The frontier orbital gap is 8.08 eV. As for the electronic energy: -242.3516 Ha.

The geometry in XYZ format:
```
9
Properties=species:S:1:pos:R:3:forces:R:3:mulliken_charge:R:1
H 3.167115 0.673238 0.879633 0.1 -0.2 -0.1 0.213
H -2.751533 -1.296367 0.184762 0.3 1.1 -0.2 0.226
H -3.322904 0.011145 0.930957 0.5 0.1 -0.4 0.223
H -1.800963 1.378071 0.049771 0.2 -0.7 -0.1 0.221
H -1.411085 0.302217 -1.081739 0.1 0.1 0.4 0.240
N 3.110669 -0.077260 0.128451 -0.8 0.2 0.1 -0.003
N -2.877791 -0.271645 0.049196 -1.5 -1.3 0.6 -0.520
N -1.596411 0.371132 -0.076138 0.3 0.7 -0.2 -0.377
O 1.958013 -0.152986 -0.209243 0.7 0.0 0.1 -0.224
```
Positions in Å, forces in eV/Å.

***

# 4
The following is a quantum chemistry calculation of a cluster of 2 separate species, C6H10O in total in a non-equilibrium geometry, from the Open Molecules 2025 dataset.

As for the energy relative to the best compared isomer or geometry (same formula, charge and spin): 346.21 kJ/mol. The frontier orbital gap is 10.27 eV. As for the electronic energy: -309.7105 Ha.

The geometry in XYZ format:
```
17
Properties=species:S:1:pos:R:3:forces:R:3:mulliken_charge:R:1
C 0.898798 -0.122963 -2.862707 -0.5 0.0 2.3 -0.389
C 1.609231 -1.171746 -2.547865 0.9 -0.1 0.4 -0.515
C 1.100806 1.067743 2.066420 -2.2 0.4 -2.8 -0.842
C -0.218305 0.118013 2.115074 1.2 1.1 -0.9 -0.014
C 1.041486 -0.197453 1.427351 -1.5 0.4 3.0 0.606
C -1.362078 0.523379 1.258911 -1.4 -1.0 -3.7 -1.136
O 1.507277 -0.907733 0.647840 1.9 -2.5 -2.8 -0.465
H 0.258716 -0.299120 -3.629691 -1.7 0.3 -2.7 0.273
H 0.572395 0.614477 -2.128667 0.7 0.2 -0.3 0.183
H 1.714268 -2.039509 -3.133837 -0.2 -0.7 -1.2 0.218
H 1.027501 1.836639 1.303974 -0.1 0.3 0.0 0.225
H 1.501083 1.421239 2.915304 1.6 0.5 3.0 0.366
H -0.423373 -0.209195 3.114901 0.0 -0.4 0.2 0.414
H -1.156615 1.234188 0.333148 0.2 -1.5 2.0 0.216
H -2.079140 1.015278 1.837651 -1.2 1.0 0.9 0.387
H -1.985794 -0.362222 0.758588 1.6 1.5 1.1 0.237
H 2.168356 -1.262201 -1.669806 0.7 0.2 1.4 0.237
```
Positions in Å, forces in eV/Å.

***

# 5
The following is a quantum chemistry calculation of a cluster of 2 separate species, C4H9NO5 in total in a non-equilibrium geometry, from the Open Molecules 2025 dataset.

As for the energy relative to the best compared isomer or geometry (same formula, charge and spin): 0.00 kJ/mol. The frontier orbital gap (alpha / beta) is 3.29 / 5.16 eV. The multiplicity is 3. As for the electronic energy: -588.5445 Ha. Its expectation value of S² is 2.007.

The geometry in XYZ format:
```
19
Properties=species:S:1:pos:R:3:forces:R:3:mulliken_charge:R:1
C 1.433740 1.630899 0.215993 -1.7 0.8 -3.1 -0.114
C 1.107014 -1.968490 -0.225040 -2.0 -3.1 0.0 -1.178
C 0.954576 0.396598 -0.535561 -2.3 0.5 2.5 -1.451
C -2.679586 0.259947 0.185122 1.6 0.5 -1.8 0.722
N 0.723234 -0.746797 0.396817 4.4 1.1 -2.1 0.364
O 1.600517 1.683634 1.397543 0.7 -0.9 2.9 -0.522
O 1.791197 2.691506 -0.569634 0.1 -0.8 -1.7 0.074
O -2.192436 0.524659 -0.885315 -0.1 0.0 -0.1 -0.502
O -1.979513 -0.286694 1.174315 2.9 0.1 -0.1 -0.452
O -3.899710 0.507632 0.510688 -1.5 -0.3 0.7 -0.411
H 2.098890 -2.069345 -0.686093 0.1 0.8 0.6 0.472
H 0.923626 -2.835065 0.451809 0.4 0.7 -0.1 0.338
H 0.452341 -2.211380 -1.075392 0.0 0.5 0.0 0.399
H 1.662885 0.115471 -1.298685 0.9 -0.7 -1.5 0.769
H -0.071936 0.425080 -0.985997 0.6 0.7 -0.5 0.343
H 1.199095 -0.597570 1.291140 -0.8 0.4 0.7 0.250
H 1.857845 2.512930 -1.593465 -0.1 -0.2 1.9 0.169
H -0.999988 -0.131141 0.851807 -2.6 -0.5 1.2 0.398
H -3.981791 0.098119 1.379956 -0.7 0.2 0.4 0.333
```
Positions in Å, forces in eV/Å.

***

# 6
The following is a quantum chemistry calculation of a cluster of 2 separate species, C3H6O3 in total in a non-equilibrium geometry, from the Open Molecules 2025 dataset.

As for the energy relative to the best compared isomer or geometry (same formula, charge and spin): 172.71 kJ/mol. The frontier orbital gap is 10.40 eV. As for the electronic energy: -343.5888 Ha.

The geometry in XYZ format:
```
12
Properties=species:S:1:pos:R:3:forces:R:3:mulliken_charge:R:1
O -2.324184 3.098283 0.408003 0.1 -1.1 -0.5 -0.469
C -1.493044 2.279541 0.734936 -1.2 -0.2 -0.1 0.187
C -0.393196 2.712875 1.607877 -0.2 1.1 1.6 -0.769
H -1.634574 1.131546 0.606746 0.1 1.5 -0.3 0.254
H -0.479286 3.857149 1.708281 0.9 -1.7 -0.6 0.272
H 0.595918 2.226139 1.460325 -0.7 0.6 0.2 0.304
H -0.856276 2.403967 2.585541 0.9 -0.1 -0.4 0.222
O 1.293386 -4.596842 -1.076319 -0.2 -0.1 0.5 -0.442
C 1.420740 -3.862740 -2.002851 1.0 -0.8 -2.2 0.251
O 1.172322 -2.518852 -1.939301 0.3 -1.3 -0.6 -0.406
H 1.831982 -4.342431 -3.064160 -1.1 2.0 2.3 0.268
H 0.866210 -2.388630 -1.029079 0.0 0.1 0.1 0.329
```
Positions in Å, forces in eV/Å.